No. 1
2 unconnected molecules or ions with the total composition C3H7OP in a non-equilibrium geometry. Source: the OMol25 dataset; level of theory: the ωB97M-V functional and the def2-TZVPD basis.

As for the gap between HOMO and LUMO: 8.71 eV. As for the multiplicity: 1. Its SMILES is CP=O.C=C. The energy relative to the best compared isomer or geometry (same formula, charge and spin) comes out at 31.21 kcal per mole. The net charge is 0. The calculation puts the highest occupied orbital energy at -9.079 eV. Its LUMO energy is -0.37 eV.

```
12
Properties=species:S:1:pos:R:3:mulliken_charge:R:1
C 0.1587 -2.3879 0.2576 -0.910
P -0.8093 -0.9226 0.9619 0.444
O -2.1492 -1.0572 0.4194 -0.424
H 0.2891 -3.2873 0.8426 0.305
H -0.2359 -2.6108 -0.7218 0.290
H 1.0961 -1.9185 0.0222 0.294
C 0.8751 2.2686 -0.3628 -0.313
C -0.3222 1.7860 -0.2703 -0.734
H 1.3464 2.1865 -1.3751 0.213
H 1.4998 2.6889 0.5173 0.217
H -0.7598 1.9258 0.7839 0.279
H -0.9886 1.3287 -1.0747 0.339
```

---

No. 2
C3H7OP in the gas phase in a non-equilibrium geometry. Source: the OMol25 dataset; level of theory: the ωB97M-V functional and the def2-TZVPD basis.

As for the gap between HOMO and LUMO: 10.85 eV. As for the multiplicity: 1. Its SMILES is C=C[P@H](C)=O. The energy relative to the best compared isomer or geometry (same formula, charge and spin) comes out at 6.10 kcal per mole. The net charge is 0. The calculation puts the highest occupied orbital energy at -10.148 eV. Its LUMO energy is 0.70 eV.

```
12
Properties=species:S:1:pos:R:3:mulliken_charge:R:1
C -1.4224 -1.1038 0.1568 -0.668
C -0.2787 -1.1999 -0.5131 -0.256
P 1.1843 -0.4974 0.2426 0.582
C 0.8271 1.2281 -0.2015 -1.029
O 2.4840 -1.0262 -0.1032 -0.662
H -2.1936 -1.7571 -0.1314 0.258
H -1.6773 -0.4168 0.8988 0.297
H -0.1722 -1.8992 -1.2801 0.394
H 0.9768 -0.5844 1.6487 0.072
H 0.9176 1.3568 -1.2359 0.334
H -0.2867 1.4337 -0.0312 0.282
H 1.4226 1.9418 0.2130 0.398
```

---

No. 3
2 unconnected molecules or ions with the total composition C3H7OS. Source: the OMol25 dataset; level of theory: the ωB97M-V functional and the def2-TZVPD basis.

As for the gap between HOMO and LUMO: 6.92 eV. As for the multiplicity: 1. The energy relative to the best compared isomer or geometry (same formula, charge and spin) comes out at 22.21 kcal per mole. The net charge is -1. The calculation puts the highest occupied orbital energy at -2.660 eV. Its LUMO energy is 4.26 eV.

```
12
Properties=species:S:1:pos:R:3:mulliken_charge:R:1
O 0.9826 -2.6443 1.4780 -0.521
C 1.3157 -1.5743 1.9388 -0.141
H 2.1962 -1.0252 1.5849 0.249
H 0.8506 -1.1787 2.8575 0.209
C -1.2028 0.4388 -1.4523 -1.032
C -0.1540 1.2138 -0.6673 -0.425
S 0.0155 0.6581 1.0595 -0.616
H -2.1468 0.4401 -0.9088 0.272
H -0.8908 -0.5943 -1.5656 0.264
H -1.3624 0.8661 -2.4527 0.310
H -0.4085 2.2772 -0.6837 0.211
H 0.8047 1.1229 -1.1882 0.219
```

---

No. 4
2 unconnected molecules or ions with the total composition C3H7OS in a non-equilibrium geometry. Source: the OMol25 dataset; level of theory: the ωB97M-V functional and the def2-TZVPD basis.

As for the gap between HOMO and LUMO: 6.66 eV. As for the multiplicity: 1. The energy relative to the best compared isomer or geometry (same formula, charge and spin) comes out at 26.54 kcal per mole. The net charge is -1. The calculation puts the highest occupied orbital energy at -2.555 eV. Its LUMO energy is 4.10 eV.

```
12
Properties=species:S:1:pos:R:3:mulliken_charge:R:1
O -0.7014 -4.0973 0.0875 -0.492
C -0.5058 -3.0725 0.6954 0.017
H 0.4676 -2.5855 0.7930 0.213
H -1.3706 -2.5378 1.1030 0.182
C -0.0353 1.9659 -0.9942 -0.898
C 0.6255 1.2778 0.2349 -0.479
S -0.4285 0.0991 1.0993 -0.682
H -1.1032 1.8703 -0.7896 0.234
H 0.2016 1.3221 -1.8423 0.202
H 0.2432 2.9963 -1.2038 0.299
H 1.0720 1.9912 0.9428 0.217
H 1.5348 0.7703 -0.1259 0.186
```

---

No. 5
2 unconnected molecules or ions with the total composition C3H7S in a non-equilibrium geometry. Source: the OMol25 dataset; level of theory: the ωB97M-V functional and the def2-TZVPD basis.

As for the gap between HOMO and LUMO: 6.01 eV. As for the multiplicity: 1. The energy relative to the best compared isomer or geometry (same formula, charge and spin) comes out at 37.09 kcal per mole. The net charge is -1. The calculation puts the highest occupied orbital energy at -2.401 eV. Its LUMO energy is 3.61 eV.

```
11
Properties=species:S:1:pos:R:3:mulliken_charge:R:1
S 2.8282 0.4651 -0.0480 -0.905
H 2.8039 1.2002 1.0778 -0.077
C -2.9714 -0.1652 -0.7418 -0.889
C -2.1607 -0.5769 0.3938 0.004
C -0.7857 -0.4154 0.5124 -0.626
H -2.2653 0.0749 -1.5777 0.279
H -3.6348 -0.9067 -1.1357 0.270
H -3.6360 0.7423 -0.6251 0.202
H -2.5716 -1.1683 1.1392 0.357
H -0.1487 -0.1715 1.3957 0.236
H -0.2915 -0.2679 -0.4935 0.149
```

---

No. 6
2 unconnected molecules or ions with the total composition C3H7S in a non-equilibrium geometry. Source: the OMol25 dataset; level of theory: the ωB97M-V functional and the def2-TZVPD basis.

As for the gap between HOMO and LUMO (spin up / spin down): 2.57 / 6.94 eV. As for the multiplicity: 2. The energy relative to the best compared isomer or geometry (same formula, charge and spin) comes out at 8.68 kcal per mole. The net charge is -2. The calculation puts the highest occupied orbital energy (spin up / spin down) at 4.205 / -0.161 eV. Its LUMO energy (spin up / spin down) is 6.77 / 6.78 eV.

```
11
Properties=species:S:1:pos:R:3:mulliken_spin:R:1
S -2.9581 -0.2945 1.6073 0.009
H -2.8046 -1.1259 2.6562 -0.005
C -0.1980 -0.5523 -0.8033 0.063
C 1.1309 0.1074 -0.6142 2.680
C 1.4498 1.2255 0.0246 0.651
H -0.6234 -0.3367 -1.7977 -0.258
H -0.9976 -0.2194 -0.1236 -0.047
H -0.1373 -1.6396 -0.7194 -0.063
H 1.9942 -0.5404 -0.7910 -0.177
H 2.4803 1.4354 0.3085 -1.574
H 0.6637 1.9406 0.2527 -0.279
```

---

No. 7
A molecular structure, C3H8AgO3 in a non-equilibrium geometry. Source: the OMol25 dataset; level of theory: the ωB97M-V functional and the def2-TZVPD basis.

As for the gap between HOMO and LUMO: 9.39 eV. As for the multiplicity: 1. The energy relative to the best compared isomer or geometry (same formula, charge and spin) comes out at 22.51 kcal per mole. The net charge is +1. The calculation puts the highest occupied orbital energy at -13.944 eV. Its LUMO energy is -4.56 eV.

```
15
Properties=species:S:1:pos:R:3:mulliken_charge:R:1
O -1.5893 1.5132 0.8945 -0.697
Ag -0.9238 0.1489 2.3046 0.722
O -0.2954 1.9368 0.4294 0.022
H -0.6512 2.8793 0.3004 0.446
C 0.6988 -2.0359 0.5186 -0.772
O 0.3855 -0.6498 0.5088 -0.254
C -0.0932 -0.1808 -0.7375 -0.315
C 0.1098 1.3129 -0.8256 -0.380
H 1.0167 -2.2916 1.5351 0.270
H -0.1832 -2.6338 0.2419 0.344
H 1.5203 -2.2427 -0.1828 0.298
H -1.1536 -0.4466 -0.8572 0.275
H 0.4712 -0.6318 -1.5680 0.412
H -0.4798 1.7359 -1.6470 0.331
H 1.1673 1.5861 -0.9152 0.299
```

---

No. 8
A molecular structure, C3H8As7F42NO in a non-equilibrium geometry. Source: the OMol25 dataset; level of theory: the ωB97M-V functional and the def2-TZVPD basis.

As for the gap between HOMO and LUMO: 9.44 eV. As for the multiplicity: 1. The energy relative to the best compared isomer or geometry (same formula, charge and spin) comes out at 47.03 kcal per mole. The net charge is -6. The calculation puts the highest occupied orbital energy at 1.744 eV. Its LUMO energy is 11.18 eV.

```
62
Properties=species:S:1:pos:R:3:mulliken_charge:R:1
C -1.0634 1.8235 -0.5607 -0.544
C -0.4809 0.9621 0.5416 0.305
O -0.7980 1.0626 1.6762 -0.406
N 0.4141 -0.2229 0.1681 0.677
H 0.3230 -0.7386 1.0627 0.118
H -0.0770 -0.7953 -0.5353 0.116
C 1.8450 0.2086 -0.2294 -0.766
H -1.9724 1.3177 -0.8898 0.185
H -0.3701 1.8669 -1.4036 0.194
H -1.2235 2.8269 -0.1837 0.246
H 1.6942 0.9490 -1.0088 0.223
H 2.4206 -0.6869 -0.4155 0.407
H 2.1933 0.7951 0.6182 0.408
As -1.5411 -2.5444 3.5480 2.101
F -2.7825 -3.0595 4.7035 -0.584
F -2.3446 -3.3414 2.2137 -0.443
F -0.3270 -1.9742 2.4175 -0.703
F -0.6129 -1.8499 4.8703 -0.548
F -0.6509 -4.0384 3.8190 -0.532
F -2.4172 -1.0727 3.3432 -0.459
As -4.0595 5.2470 0.2871 2.020
F -5.0986 4.7628 -1.0528 -0.507
F -5.4615 5.0577 1.3434 -0.524
F -3.1878 5.8759 1.6784 -0.500
F -2.6902 5.4868 -0.7977 -0.493
F -4.5322 6.9294 -0.0715 -0.559
F -3.5788 3.6468 0.6376 -0.423
As 3.0677 4.5129 -0.0803 2.059
F 3.3870 2.8591 -0.6263 -0.462
F 1.5662 3.9346 0.6257 -0.465
F 2.6989 6.1365 0.4873 -0.544
F 4.5938 4.9881 -0.8098 -0.541
F 2.1743 4.9634 -1.5213 -0.498
F 3.9507 4.1555 1.3935 -0.513
As 0.0394 -5.4055 -1.1532 2.037
F 0.8999 -6.1500 0.1755 -0.519
F 1.4605 -5.2580 -2.1715 -0.521
F -1.0291 -4.8491 -2.4333 -0.479
F -1.4097 -5.4913 -0.1068 -0.502
F 0.2677 -3.8101 -0.4894 -0.448
F -0.2646 -7.0978 -1.6703 -0.579
As 1.7101 -0.0743 -4.5139 2.060
F 2.4403 0.7428 -5.8861 -0.551
F 1.2111 1.4964 -3.8801 -0.506
F 0.9149 -0.7448 -3.1266 -0.497
F 2.1242 -1.6620 -5.2169 -0.538
F 3.2514 -0.0504 -3.7148 -0.482
F 0.1549 -0.1472 -5.3577 -0.522
As 4.2046 -1.1877 3.1324 2.040
F 3.3224 -2.1768 1.9999 -0.463
F 5.4889 -2.4024 3.0683 -0.552
F 5.2268 -0.2376 4.2029 -0.537
F 2.9123 0.0012 3.1549 -0.469
F 3.4918 -1.9992 4.5091 -0.514
F 4.8030 -0.3285 1.7140 -0.502
As -3.7626 -1.8392 -1.0553 2.065
F -3.7219 -3.0361 -2.3624 -0.558
F -3.9049 -3.1350 0.1583 -0.500
F -3.6826 -0.7339 0.2961 -0.451
F -3.6956 -0.5890 -2.2646 -0.507
F -5.5197 -1.8971 -1.2491 -0.553
F -1.9924 -1.9822 -1.0077 -0.500
```

---

No. 9
A molecular structure, C3H8BiO3 in a non-equilibrium geometry. Source: the OMol25 dataset; level of theory: the ωB97M-V functional and the def2-TZVPD basis.

As for the gap between HOMO and LUMO: 10.63 eV. As for the multiplicity: 1. The energy relative to the best compared isomer or geometry (same formula, charge and spin) comes out at 0.00 kcal per mole. The net charge is +1. The calculation puts the highest occupied orbital energy at -14.733 eV. Its LUMO energy is -4.10 eV.

```
15
Properties=species:S:1:pos:R:3:mulliken_charge:R:1
O 1.4991 0.1590 2.1788 -0.601
C 1.8331 -1.0601 1.5731 -0.525
C 2.5279 -0.7618 0.2479 -0.225
O 1.6312 0.0601 -0.5173 -0.320
C 2.1129 0.4858 -1.7783 -0.609
Bi 0.4205 1.0564 0.8612 1.393
H 2.5324 -1.6525 2.1917 0.357
H 2.7508 -1.6760 -0.3233 0.378
H 3.4416 -0.1627 0.4088 0.326
H 2.4537 -0.3806 -2.3623 0.283
H 1.2829 0.9733 -2.3020 0.290
H 2.9370 1.2022 -1.6424 0.331
O -1.3005 0.1300 0.6785 -0.736
H 0.8216 -1.7058 1.3749 0.332
H -1.7164 -0.0900 -0.1551 0.325
```

---

No. 10
2 unconnected molecules or ions with the total composition C3H8BrN4 in a non-equilibrium geometry. Source: the OMol25 dataset; level of theory: the ωB97M-V functional and the def2-TZVPD basis.

As for the gap between HOMO and LUMO (spin up / spin down): 6.37 / 8.71 eV. As for the multiplicity: 1. The energy relative to the best compared isomer or geometry (same formula, charge and spin) comes out at 53.84 kcal per mole. The net charge is +1. The calculation puts the highest occupied orbital energy (spin up / spin down) at -10.688 / -11.997 eV. Its LUMO energy (spin up / spin down) is -4.31 / -3.28 eV.

```
16
Properties=species:S:1:pos:R:3:mulliken_charge:R:1
C -3.5436 -0.5572 -1.1583 0.177
C 1.0314 -0.1418 0.5024 0.630
C -0.8512 1.1151 -0.2344 -0.579
N -3.6352 -1.2641 -2.1227 -0.384
N 2.4111 -0.3193 0.3386 -0.388
N 0.2317 -0.8882 1.2895 -0.430
N 0.4752 0.8195 -0.2453 -0.091
Br -4.3992 0.0541 0.3773 -0.025
H -1.4806 0.2508 -0.0704 0.154
H -1.1867 2.0889 -0.3565 0.355
H -4.3864 -1.9045 -2.5032 0.292
H 2.9870 -0.8770 1.0056 0.235
H 3.0505 0.1758 -0.2845 0.224
H 0.6269 -1.5900 2.0386 0.299
H -0.5300 -0.4631 1.6619 0.261
H 1.0284 1.5326 -0.7431 0.268
```

---

No. 11
3 unconnected molecules or ions with the total composition C3H8BrP in a non-equilibrium geometry. Source: the OMol25 dataset; level of theory: the ωB97M-V functional and the def2-TZVPD basis.

As for the gap between HOMO and LUMO: 9.15 eV. As for the multiplicity: 1. The energy relative to the best compared isomer or geometry (same formula, charge and spin) comes out at 82.14 kcal per mole. The net charge is 0. The calculation puts the highest occupied orbital energy at -8.785 eV. Its LUMO energy is 0.37 eV.

```
13
Properties=species:S:1:pos:R:3:mulliken_charge:R:1
C 0.3945 0.2511 -1.1818 -1.024
C -0.9793 0.3129 1.0244 -1.152
C 0.2300 0.2092 0.1403 0.615
P 1.5638 1.0509 1.1260 0.017
Br 2.4020 -0.4612 2.4733 -0.166
H -0.4668 -0.1587 -1.8656 0.188
H 1.2889 0.5502 -1.6615 0.472
H 2.1402 -0.7645 -1.2915 0.053
H -0.7606 0.3091 2.1601 0.303
H -1.7146 -0.4097 0.8309 0.386
H -1.5967 1.2852 0.8146 0.253
H 2.8148 -0.8145 -0.6110 0.020
H 2.5855 1.2084 0.1863 0.034
```

---

No. 12
A molecular structure, C3H8Cl2PSZn in a non-equilibrium geometry. Source: the OMol25 dataset; level of theory: the ωB97M-V functional and the def2-TZVPD basis.

As for the gap between HOMO and LUMO: 4.45 eV. As for the multiplicity: 1. The net charge is +1. The calculation puts the highest occupied orbital energy at -12.648 eV. Its LUMO energy is -8.20 eV.

```
16
Properties=species:S:1:pos:R:3:mulliken_charge:R:1
C 1.9188 -0.1229 0.8520 -0.927
C 1.1072 -1.1705 0.0212 0.416
Cl 1.7772 -2.8599 0.0331 -0.153
C -0.0420 -0.9316 -0.7223 -0.092
Cl -0.8203 -2.2885 -1.6357 -0.084
P -0.8477 0.7935 -0.7845 -0.258
S -2.7796 -0.1077 -0.2163 -0.221
H 2.5462 -0.6411 1.6369 0.363
H 2.6074 0.4683 0.1778 0.308
H 1.2927 0.6288 1.4040 0.123
H -1.1892 0.6672 -2.1850 0.176
H -1.4583 2.1262 -0.7353 0.082
H -0.6089 0.9277 0.6854 0.431
H 0.4306 1.3766 -1.1257 0.240
H -2.4346 -0.7353 0.9834 0.199
Zn -1.4996 1.8694 1.6110 0.398
```

---

For reference, M by record: 90.1 90.1 91.2 91.2 75.2 75.2 200.0 1396.5 301.1 180.0 155.0 243.4 g/mol.
For reference, E_tot by record: -14558.8659 -14559.9549 -16107.3143 -16107.1265 -14058.8521 -14055.5136 -13370.1968 -546799.0030 -15214.2164 -79233.3580 -82568.9324 -96813.4594 eV.